Entry 1:
Computed, not measured: a 2-piece molecular cluster, C2H7N2OPS overall at a distorted geometry, with ωB97M-V/def2-TZVPD.

Properties
Energy relative to the best compared isomer or geometry (same formula, charge and spin) (kcal/mol): 166.1
HOMO-LUMO gap (eV): 8.3
Energy (eV): -27334.4659
HOMO energy (eV): -8.154

Structure (XYZ):
```
14
Properties=species:S:1:pos:R:3:forces:R:3
H 1.234 -1.406 1.128 -0.2161 -1.6553 2.8700
N 0.673 1.323 -0.631 1.1692 -0.2083 0.4886
H -2.470 1.059 -0.196 -1.3815 0.0373 -0.0572
H 2.052 1.128 1.168 -1.5379 -0.5107 -1.7427
C 1.151 0.687 0.562 -0.7428 -2.4731 3.2353
H 2.357 -0.969 -0.119 0.1418 -0.5600 -0.3515
P -0.511 0.530 -1.483 -2.6177 -1.5656 -0.2080
N -1.898 0.253 -0.313 0.7825 -2.0878 -0.1288
S 0.059 -1.424 -0.879 1.6073 -0.6847 -0.4365
H 0.265 0.628 1.275 1.1300 0.4814 -0.3197
H -1.872 -2.117 0.008 -2.4987 4.6042 -1.6286
H 0.355 2.222 -0.365 -0.1617 1.4476 -0.2771
O -2.752 -1.039 -0.435 3.8232 -0.5331 1.2947
C 1.357 -0.875 0.280 0.5027 3.7082 -2.7384
```
Positions in Å, forces in eV/Å.

Entry 2:
Computed, not measured: a 2-piece molecular cluster, C2H7N2S overall at a distorted geometry, with ωB97M-V/def2-TZVPD.

Properties
⟨S²⟩: 0.7530
Energy relative to the best compared isomer or geometry (same formula, charge and spin) (kcal/mol): 14.4
Spin multiplicity: 2
HOMO-LUMO gap (spin up / spin down) (eV): 9.8 / 6.7
Energy (eV): -16000.7090
HOMO energy (spin up / spin down) (eV): -9.036 / -9.031

Structure (XYZ):
```
12
Properties=species:S:1:pos:R:3:forces:R:3
H 1.682 -0.874 -0.892 -0.0757 0.0553 -0.3203
C 0.341 2.108 0.105 -0.0182 -0.2699 0.8048
S -1.375 1.483 0.104 0.4702 0.9320 0.1364
N 1.656 -2.703 -0.067 0.8469 0.5236 0.8115
N -0.190 -1.151 -0.053 2.3176 -0.7715 -0.0351
H -0.663 -1.817 0.537 -0.9599 0.7271 -0.1328
H 0.280 3.096 -0.375 0.3504 -0.4385 -0.0930
H -0.464 -0.234 -0.436 -0.5139 -1.2235 0.5390
C 1.102 -1.585 -0.307 -0.6609 -0.0897 -0.6058
H 1.273 -3.264 0.690 -0.6942 -0.1287 -0.4267
H 1.085 1.406 -0.291 -0.4843 0.3451 -0.7722
H 0.734 2.240 1.118 -0.5781 0.3386 0.0941
```
Positions in Å, forces in eV/Å.

Entry 3:
Computed, not measured: an isolated molecule of C2H7N3 at a distorted geometry, with ωB97M-V/def2-TZVPD.

Properties
Energy relative to the best compared isomer or geometry (same formula, charge and spin) (kcal/mol): 64.6
HOMO-LUMO gap (eV): 9.8
SMILES: [H]/N=C(\N)CN
Energy (eV): -6655.1529
HOMO energy (eV): -8.906

Structure (XYZ):
```
12
Properties=species:S:1:pos:R:3:forces:R:3
N 1.570 -0.500 -0.497 0.4123 -1.6727 -0.7132
H -0.057 2.352 -0.464 0.7807 -4.1070 -0.8660
C 0.427 0.078 -0.443 1.7030 2.3406 1.1793
C -0.877 -0.325 0.270 -4.0614 3.8483 -2.1668
N 0.376 1.382 -0.875 -0.5786 5.2546 -1.1614
H -0.351 -1.185 2.225 -1.9722 0.1192 -4.0810
H 2.440 -0.052 -0.994 -2.7899 -0.4871 1.3362
H -1.768 -0.667 -0.474 2.4508 1.0047 0.6476
H -0.506 -2.035 0.722 0.3302 -1.6440 0.5407
H -1.486 0.555 0.778 1.9138 -0.5985 -1.5200
H 1.190 1.681 -1.450 -0.9071 -0.6120 0.7948
N -0.958 -1.286 1.202 2.7184 -3.4461 6.0098
```
Positions in Å, forces in eV/Å.

Entry 4:
Computed, not measured: a 2-piece molecular cluster, C2H7N3 overall at a distorted geometry, with ωB97M-V/def2-TZVPD.

Properties
Energy relative to the best compared isomer or geometry (same formula, charge and spin) (kcal/mol): 118.2
HOMO-LUMO gap (spin up / spin down) (eV): 10.2 / 7.2
Energy (eV): -6652.8316
HOMO energy (spin up / spin down) (eV): -9.062 / -7.157

Structure (XYZ):
```
12
Properties=species:S:1:pos:R:3:forces:R:3
H 0.382 -1.072 0.636 -2.1440 -2.1653 0.8914
H -3.137 -0.946 0.222 -0.7782 0.1227 -1.1051
N 1.093 1.574 -0.595 0.1495 0.0083 1.5657
H 0.469 2.364 -0.584 0.1400 0.1540 -0.7220
H 1.385 -0.984 -0.827 -0.1635 0.7234 1.3154
H -1.700 -1.160 1.071 1.3189 -0.2296 0.1996
H 1.981 -0.807 0.883 1.9823 -0.4406 1.0236
C 1.193 -0.601 0.243 0.2652 1.4801 -2.8008
C -2.107 -0.614 0.230 -0.5057 0.7923 1.0799
N -1.655 0.419 -0.286 -0.0133 -0.5795 -0.1792
N 0.775 0.766 0.407 -0.2778 0.0507 0.5596
H 1.321 1.059 -1.400 0.0266 0.0836 -1.8280
```
Positions in Å, forces in eV/Å.

Entry 5:
Computed, not measured: an isolated molecule of C2H7N3 at a distorted geometry, with ωB97M-V/def2-TZVPD.

Properties
Energy relative to the best compared isomer or geometry (same formula, charge and spin) (kcal/mol): 86.1
HOMO-LUMO gap (eV): 9.7
SMILES: [H]/N=C\NNC
Energy (eV): -6654.2217
HOMO energy (eV): -8.842

Structure (XYZ):
```
12
Properties=species:S:1:pos:R:3:forces:R:3
C -0.677 1.313 0.936 -5.1049 -4.0002 -0.6303
H 0.027 -0.455 1.667 0.7691 -1.3880 3.2661
N -0.198 -0.038 0.850 -2.5894 -0.5415 -0.8967
H 1.534 -0.985 -1.809 2.8798 0.4330 -0.6513
H 0.008 1.985 0.939 4.9170 4.6218 1.6704
H -1.585 1.457 1.620 1.5993 -0.2394 -1.0054
N 0.790 -0.233 -0.048 0.2210 -0.8732 -0.9608
H 1.501 0.427 0.156 1.6304 -0.0709 -0.9522
N -0.129 -1.840 -1.821 -0.9610 1.2841 4.7211
C 0.789 -1.124 -1.117 -4.9096 -0.3893 -1.9220
H -1.146 -1.933 -1.287 3.2849 0.5113 -1.2864
H -0.914 1.426 -0.085 -1.7366 0.6525 -1.3524
```
Positions in Å, forces in eV/Å.

Entry 6:
Computed, not measured: a 2-piece molecular cluster, C2H7N3O overall at a distorted geometry, with ωB97M-V/def2-TZVPD.

Properties
Energy relative to the best compared isomer or geometry (same formula, charge and spin) (kcal/mol): 35.5
HOMO-LUMO gap (eV): 10.7
SMILES: [H]/N=C/N.NC=O
Energy (eV): -8704.7356
HOMO energy (eV): -10.028

Structure (XYZ):
```
13
Properties=species:S:1:pos:R:3:forces:R:3
H 0.570 -1.457 -1.127 -0.0348 0.1344 -0.0692
H 0.655 1.370 1.553 0.6613 0.9462 0.0333
H 1.551 1.832 -1.293 0.1224 -0.6710 0.0597
C 1.454 2.062 -0.227 -1.0969 0.4921 1.0952
C -1.157 -1.097 -0.082 -1.7427 -1.6696 -1.5406
N -0.213 -1.910 -0.685 0.8359 -0.0589 1.0291
H 0.490 0.258 0.462 0.8095 0.2491 -1.0286
H 0.095 -2.704 -0.131 -0.2638 0.0020 -0.1272
H -2.779 -0.859 0.700 -0.0870 -0.2129 0.7306
O 1.632 3.191 0.161 0.4269 0.2026 -0.2256
N -2.047 -1.573 0.729 1.1030 1.4706 -0.9358
H -1.290 -0.203 -0.720 -0.0170 0.1510 0.7566
N 1.038 1.091 0.660 -0.7169 -1.0356 0.2224
```
Positions in Å, forces in eV/Å.

Entry 7:
Computed, not measured: an isolated molecule of C2H7N3O at a distorted geometry, with ωB97M-V/def2-TZVPD.

Properties
Energy relative to the best compared isomer or geometry (same formula, charge and spin) (kcal/mol): 84.1
HOMO-LUMO gap (eV): 9.2
Energy (eV): -8702.6290
HOMO energy (eV): -8.483

Structure (XYZ):
```
13
Properties=species:S:1:pos:R:3:forces:R:3
C -0.219 0.288 -0.467 0.3015 -0.3385 0.4044
H 0.956 1.884 -0.559 -0.0866 -0.0292 -0.0231
N 0.861 0.987 -1.028 0.6478 -0.4780 0.3263
H -0.339 -0.435 2.208 -0.0547 0.0049 -0.0477
C 0.597 -0.695 1.722 -0.0451 0.1566 -0.4482
H -1.862 1.209 -0.190 0.0011 -0.0222 0.0254
H 1.567 -0.005 -0.247 -0.2992 0.9667 -0.9661
H -1.369 -1.320 -1.009 0.0398 0.0438 0.0062
H 1.438 -1.010 2.331 0.0207 -0.0517 -0.0659
O -1.117 0.966 0.373 0.1767 -0.1854 -0.1501
N 0.726 -0.586 0.460 -0.6847 -0.2041 0.8049
N -0.926 -0.507 -1.419 -0.0144 0.0565 0.1028
H -0.313 -0.776 -2.176 -0.0029 0.0806 0.0309
```
Positions in Å, forces in eV/Å.

Entry 8:
Computed, not measured: a 2-piece molecular cluster, C2H7N3O overall at a distorted geometry, with ωB97M-V/def2-TZVPD.

Properties
Energy relative to the best compared isomer or geometry (same formula, charge and spin) (kcal/mol): 16.5
HOMO-LUMO gap (eV): 10.6
SMILES: [H]/N=C/N.NC=O
Energy (eV): -8705.5613
HOMO energy (eV): -9.571

Structure (XYZ):
```
13
Properties=species:S:1:pos:R:3:forces:R:3
C 1.734 1.092 0.221 -1.0094 -0.1167 0.4063
H -0.321 -2.484 -1.293 -0.3842 -0.0649 -0.0348
C -1.680 -1.259 -0.286 0.3372 -1.0030 -0.2960
N -1.762 -0.120 0.255 0.0371 0.4025 0.6593
N 0.777 0.886 1.168 0.9914 0.1223 0.1682
H -0.186 0.663 0.878 0.0757 0.1486 0.0828
H -2.472 -1.968 -0.545 -0.3838 0.3494 0.2249
H 0.295 -1.131 -0.507 0.2363 0.0037 -0.0290
H -2.646 0.175 0.656 -0.1993 -0.3728 -0.5927
H 2.767 1.119 0.594 0.0831 0.1408 0.1663
H 1.065 0.843 2.136 -0.2109 -0.1201 -0.2535
N -0.452 -1.808 -0.561 0.1649 0.6554 -0.0005
O 1.466 1.208 -0.954 0.2618 -0.1451 -0.5011
```
Positions in Å, forces in eV/Å.